No. 1
Density functional theory data (ωB97M-V/def2-TZVPD) for the molecule C7H7ClNO3PS in a non-equilibrium geometry.

XYZ file:
```
21
Properties=species:S:1:pos:R:3:forces:R:3:mulliken_charge:R:1
C -2.52999 -0.13979 2.50132 -0.204 1.232 2.234 -0.225
C -2.61744 0.80715 1.47411 0.660 -3.112 -1.041 -0.658
C -1.40239 -1.00734 2.56605 -0.691 -1.096 2.934 -0.353
C -1.69706 0.69406 0.36933 -1.271 1.190 3.155 -0.235
C -0.43985 -0.92093 1.63083 1.434 -2.148 -2.507 -0.367
C -0.60796 -0.13330 0.49437 -0.528 0.329 0.046 0.267
C 0.38224 -0.31446 -0.54324 1.027 -1.308 -1.325 0.742
N 0.91536 0.68275 -1.29512 0.542 -2.575 -1.344 -0.056
O 0.98333 -1.35904 -0.82515 -0.886 -1.515 1.683 -0.608
O 2.65718 1.44791 -2.85913 2.924 0.891 -0.853 -0.448
O 1.57715 -0.76140 -3.24569 1.264 1.019 0.245 -0.487
P 2.33641 0.12893 -2.11248 -0.793 -1.766 -0.693 0.628
S 3.87787 -0.56309 -1.18537 -0.324 0.202 -0.130 -0.379
Cl 0.75384 2.28964 -0.63942 -0.276 5.990 2.040 -0.118
H -3.24648 0.03972 3.42627 1.391 -1.035 -2.121 0.256
H -3.57423 1.26931 1.33198 0.036 0.984 0.118 0.385
H -1.19772 -1.81033 3.39571 -0.928 1.879 -1.430 0.255
H -1.81068 1.54407 -0.23669 0.171 0.243 -1.846 0.399
H 0.38276 -1.68527 1.45579 -0.938 1.034 1.096 0.296
H 3.68577 1.40952 -2.87695 -2.227 0.592 -0.173 0.348
H 1.57188 -1.61812 -2.82651 -0.384 -1.028 -0.088 0.356
```
Positions in Å, forces in eV/Å.

The calculation puts the electronic energy at -1751.0282 Ha. The multiplicity is 3. As for the total charge: 0.

No. 2
Density functional theory data (ωB97M-V/def2-TZVPD) for a cluster of 2 separate species, C7H7ClNO6PS in total.

XYZ file:
```
24
Properties=species:S:1:pos:R:3:forces:R:3:mulliken_charge:R:1
O 3.84008 -0.93524 -1.13810 0.357 0.049 0.095 -0.510
C 3.01648 -1.05795 -0.29256 -0.143 0.179 -0.125 0.229
O 2.79300 -2.21126 0.40250 -0.168 -0.121 -0.115 -0.301
C 1.55619 -2.10464 1.03942 0.218 0.080 0.088 0.694
O 1.11520 -2.98879 1.68645 -0.031 -0.161 0.034 -0.467
C 1.02181 -0.73383 0.77741 0.260 0.286 -0.302 0.791
P -0.55535 0.05571 1.26072 -0.037 0.042 0.137 0.130
O -1.20278 0.12671 -0.23481 0.259 0.409 -0.190 -0.523
Cl -1.58587 -1.54081 1.98416 -0.038 -0.053 0.120 -0.242
C 1.96275 -0.06891 0.08801 -0.386 -0.263 0.278 0.134
C 2.05547 1.36876 -0.31073 -0.116 -0.464 -0.055 -1.122
S 2.52497 2.38160 1.10839 0.434 0.039 -0.057 0.951
O 3.10404 1.51287 2.09236 -0.123 0.097 -0.027 -0.542
O 3.23385 3.52293 0.61094 -0.195 -0.035 -0.009 -0.598
H -1.49576 1.03056 -0.43098 -0.378 -0.251 -0.028 0.375
H 2.86012 1.52127 -1.03428 -0.052 -0.023 0.038 0.422
H 1.11482 1.72241 -0.73724 0.117 0.216 0.064 0.370
H 1.33063 2.81463 1.57675 -0.086 -0.060 0.010 0.162
C -4.57668 -1.21218 -1.43580 -0.042 -0.010 -0.007 -0.768
C -4.21122 0.19521 -1.36046 0.277 0.763 0.079 0.487
N -3.89902 1.30337 -1.28980 -0.138 -0.703 -0.034 -0.508
H -5.59609 -1.30939 -1.80381 -0.004 -0.015 0.000 0.334
H -3.89997 -1.73131 -2.11140 0.007 -0.001 0.000 0.260
H -4.50666 -1.66173 -0.44715 0.010 0.000 0.006 0.242
```
Positions in Å, forces in eV/Å.

The calculation puts the electronic energy at -1976.8828 Ha. As for the total charge: 0.

No. 3
Density functional theory data (ωB97M-V/def2-TZVPD) for the ion C7H7F3IN2O2 with charge -1 in a non-equilibrium geometry.

XYZ file:
```
22
Properties=species:S:1:pos:R:3:forces:R:3:mulliken_charge:R:1
C -1.97829 -0.90360 -0.42240 0.318 3.075 1.123 -0.432
C -2.24135 0.31015 0.06130 0.432 0.269 -0.751 -0.581
C 0.45058 2.23113 -1.47728 -0.575 -0.297 0.089 0.633
C 0.23875 1.00111 -0.47093 -0.465 -1.608 -0.291 -0.038
C 1.85547 0.29552 1.30510 0.588 -0.417 -0.645 -1.241
C 0.52526 0.92756 0.98517 -1.764 0.239 0.142 -0.421
C -0.02718 -2.18814 -0.04996 -0.292 -0.727 2.645 0.855
N 0.19164 -0.10224 -1.18240 -0.642 0.149 -2.138 -0.117
N -0.63064 -1.22846 -0.82742 1.959 1.582 -0.757 0.083
O 0.57804 1.87373 -2.65996 0.275 -1.289 -0.735 -0.751
O 0.35101 3.35504 -1.04699 0.212 1.073 1.445 -0.658
F -0.85881 -3.24157 -0.01984 0.152 -0.633 -0.323 -0.287
F 1.18480 -2.55306 -0.37912 0.767 -0.227 -1.495 -0.270
F 0.17437 -1.96265 1.34606 -0.817 0.518 -0.853 -0.323
I -4.24734 0.79264 0.72872 0.590 -0.451 -0.300 -0.157
H -2.54010 -1.74563 -0.44445 -1.905 -2.312 -0.190 0.564
H 1.72777 -0.46696 2.08590 0.398 0.527 -0.184 0.287
H 2.53431 1.09333 1.55133 0.573 0.018 0.522 0.392
H 2.28345 -0.19673 0.40820 -0.228 0.078 0.553 0.289
H 0.44680 1.95811 1.19639 0.393 1.372 1.082 0.626
H -0.29715 0.47410 1.56672 0.486 0.004 -0.701 0.207
H 0.27859 0.27661 -2.25413 -0.454 -0.944 1.762 0.341
```
Positions in Å, forces in eV/Å.

The calculation puts the electronic energy at -1128.1597 Ha. As for the total charge: -1. For the energy relative to the best compared isomer or geometry (same formula, charge and spin), the calculation gives 62.6 kcal/mol.

No. 4
Density functional theory data (ωB97M-V/def2-TZVPD) for the molecule C7H7F3N2O in a non-equilibrium geometry.

XYZ file:
```
20
Properties=species:S:1:pos:R:3:forces:R:3:mulliken_charge:R:1
C 2.20538 0.61475 0.10614 0.156 -0.285 -0.460 -1.057
C 1.73499 -0.81485 -0.05776 0.616 0.102 0.490 -0.349
O 0.44827 -1.11601 0.47918 0.470 -0.208 0.019 -0.471
C -0.61033 -0.39697 -0.01989 -1.235 0.050 0.411 1.062
C -0.47015 -0.01361 -1.42945 0.900 1.014 -2.109 -0.059
N -0.23618 0.36114 -2.50431 -0.500 -0.757 1.737 -0.454
C -0.95779 0.83114 0.87573 0.365 0.061 -0.104 -0.771
C -1.47444 1.94956 0.13092 -1.034 2.457 -1.678 0.308
N -1.82246 2.86437 -0.50335 0.619 -1.819 1.334 -0.453
C -1.83755 -1.35621 0.04505 0.981 -0.243 -1.209 0.565
F -2.96746 -0.69169 0.04934 -1.060 0.730 0.165 -0.254
F -1.77691 -2.13790 1.08553 -0.069 -0.456 1.305 -0.249
F -1.84792 -2.13894 -1.03525 0.061 -0.403 -0.447 -0.268
H 3.05980 0.72513 -0.54757 0.298 0.115 -0.219 0.381
H 1.48698 1.35021 -0.22203 -0.199 0.283 -0.003 0.297
H 2.56711 0.80583 1.10183 -0.190 0.221 0.509 0.322
H 1.83257 -1.14784 -1.07912 -0.412 -0.008 -0.520 0.365
H 2.41262 -1.43188 0.50886 0.086 -0.417 0.257 0.429
H -1.66911 0.55177 1.63178 -0.280 -0.248 0.373 0.304
H -0.07742 1.19200 1.38438 0.427 -0.186 0.148 0.352
```
Positions in Å, forces in eV/Å.

The calculation puts the electronic energy at -755.2495 Ha. As for the total charge: 0. For the energy relative to the best compared isomer or geometry (same formula, charge and spin), the calculation gives 0.0 kcal/mol.

No. 5
Density functional theory data (ωB97M-V/def2-TZVPD) for the molecule C7H7N in a non-equilibrium geometry.

XYZ file:
```
15
Properties=species:S:1:pos:R:3:forces:R:3:mulliken_charge:R:1
N -3.27126 -0.00870 0.09608 0.703 -0.073 -0.027 -0.442
C -2.12097 -0.03082 -0.01085 -0.027 0.418 -0.354 -0.073
C -0.67030 -0.00410 -0.15513 0.132 -2.134 1.122 0.372
C -0.02312 -1.19667 -0.04180 -0.858 1.527 -0.484 -0.366
C 1.43953 -1.26636 -0.00553 1.749 -0.388 -0.097 -0.664
C 2.21138 0.03184 0.07897 -1.301 0.089 -0.216 -0.431
C 1.57872 1.19649 -0.00296 -0.214 -0.330 0.267 -0.513
C 0.06485 1.28814 -0.02252 0.497 1.027 -0.664 -0.341
H -0.54738 -2.14135 0.03435 -0.248 0.154 -0.116 0.391
H 1.85354 -1.85445 -0.84735 -0.387 0.242 -0.071 0.326
H 1.76692 -1.89296 0.81800 -0.150 -0.207 0.522 0.360
H 3.26300 -0.08280 0.22167 0.606 0.225 -0.164 0.405
H 2.06373 2.17663 -0.01229 0.137 -0.468 0.163 0.367
H -0.15101 1.98505 -0.85574 -0.468 -0.219 0.484 0.284
H -0.23059 1.75966 0.92776 -0.172 0.136 -0.367 0.325
```
Positions in Å, forces in eV/Å.

The calculation puts the electronic energy at -325.6435 Ha. As for the total charge: 0. For the energy relative to the best compared isomer or geometry (same formula, charge and spin), the calculation gives 9.5 kcal/mol.

No. 6
Density functional theory data (ωB97M-V/def2-TZVPD) for the molecule C7H7N in a non-equilibrium geometry.

XYZ file:
```
15
Properties=species:S:1:pos:R:3:forces:R:3:mulliken_charge:R:1
C -2.85069 0.00346 -0.65984 1.425 0.093 -0.209 0.029
C -1.66537 0.02386 -0.80799 1.545 -0.439 0.033 -0.711
C -0.22723 -0.06503 -0.74687 -0.201 0.703 -1.388 0.516
C 0.76359 0.05961 -1.71652 0.232 -0.236 3.462 -0.854
C 2.00289 0.07008 -1.01733 -2.737 -0.453 0.327 -0.609
C 1.75083 -0.07183 0.32137 -1.593 0.345 -1.755 -0.425
N 0.39387 -0.10742 0.45175 -0.689 -0.480 1.420 0.118
C -0.34083 -0.09234 1.71049 -3.751 -1.268 -2.321 -0.932
H -3.80585 0.15327 -0.34856 -2.228 0.152 0.267 0.475
H 0.60985 0.36905 -2.66755 -0.417 0.314 -2.888 0.479
H 2.87574 0.15067 -1.51448 2.931 0.259 -1.114 0.527
H 2.35586 -0.05304 1.15615 1.172 -0.100 1.478 0.435
H 0.27582 -0.58968 2.39070 0.652 -0.073 1.712 0.403
H -0.75886 0.91462 1.87345 0.718 -0.360 0.632 0.305
H -1.37961 -0.76527 1.57521 2.942 1.543 0.344 0.244
```
Positions in Å, forces in eV/Å.

The calculation puts the electronic energy at -325.5801 Ha. As for the total charge: 0. For the energy relative to the best compared isomer or geometry (same formula, charge and spin), the calculation gives 49.3 kcal/mol.

No. 7
Density functional theory data (ωB97M-V/def2-TZVPD) for a cluster of 2 separate species, C7H7N2O2PS in total in a non-equilibrium geometry.

XYZ file:
```
20
Properties=species:S:1:pos:R:3:forces:R:3:mulliken_charge:R:1
C -4.44280 -1.73928 -0.58840 -0.480 -0.572 -0.891 -0.375
C -3.17088 -1.23569 -0.89006 0.418 -0.773 0.507 -0.585
C -4.63030 -1.84716 0.73477 -1.917 -1.732 1.721 -0.253
C -2.38597 -1.13623 0.23963 -1.034 0.831 -0.501 0.211
C -1.14083 -0.46825 0.34448 2.542 0.963 1.354 0.620
C 0.58849 0.69208 0.11152 2.488 3.014 0.879 0.071
C 2.09045 2.47348 -0.36231 -0.453 -4.786 -0.529 -0.516
N -0.45127 0.21773 -0.53588 -2.230 -1.232 -1.628 -0.543
N 0.60195 0.43067 1.37953 0.116 -0.845 0.309 -0.407
O -0.53518 -0.44178 1.58121 -0.146 0.588 -1.530 -0.267
O 2.59568 2.06520 2.27223 -1.319 -2.968 -1.290 -0.461
P 3.41239 2.24981 0.89111 0.643 0.386 -0.574 0.067
S -3.30673 -1.42364 1.65211 0.717 -0.061 0.671 -0.096
H -5.16164 -2.21361 -1.25170 0.209 0.618 -0.276 0.346
H -2.81440 -1.08410 -1.87368 0.418 0.294 -0.739 0.451
H -5.44415 -2.43798 1.23111 0.702 1.050 -0.565 0.328
H 1.31210 3.14578 -0.22134 -1.070 1.461 0.664 0.430
H 2.19495 2.23381 -1.44847 0.434 0.238 1.024 0.354
H 2.01132 1.17261 2.03661 0.755 2.544 1.517 0.560
H 3.92291 0.88700 0.61417 -0.796 0.983 -0.122 0.064
```
Positions in Å, forces in eV/Å.

The calculation puts the electronic energy at -1270.3047 Ha. As for the total charge: 0. For the energy relative to the best compared isomer or geometry (same formula, charge and spin), the calculation gives 0.0 kcal/mol.

No. 8
Density functional theory data (ωB97M-V/def2-TZVPD) for a cluster of 2 separate species, C7H7N2O5 in total in a non-equilibrium geometry.

XYZ file:
```
21
Properties=species:S:1:pos:R:3:forces:R:3:mulliken_charge:R:1
C -2.72376 0.19416 0.74664 0.973 -1.352 2.340 -0.654
C -3.38294 1.07034 -0.11858 0.202 0.331 -2.186 -0.863
C -1.34918 0.55870 0.81549 -1.366 0.237 0.837 0.299
C -2.45680 1.82612 -0.79979 -0.471 0.475 0.846 0.494
C 3.68593 -0.58995 0.77269 1.435 -1.674 0.744 0.485
C 3.56238 1.81445 0.50744 -0.199 -0.021 1.265 0.671
C 2.60872 -1.63248 0.85633 4.190 -0.551 4.180 -0.976
N 3.20137 0.66429 0.57482 -0.146 1.466 -0.881 -0.153
N -1.28307 1.58964 -0.11190 1.059 0.088 -0.608 0.208
O 4.87358 -0.86320 0.95146 -1.461 0.836 -0.411 -0.589
O 3.74707 2.95593 0.60941 0.184 -0.043 -0.653 -0.426
O -0.31820 0.33731 1.56083 -0.117 -0.208 -0.933 -0.857
O -2.59056 2.91756 -1.68978 -4.074 -2.853 1.011 -0.496
O 0.00637 2.01755 -0.45538 -0.196 0.172 0.278 -0.504
H -3.23131 -0.52958 1.42949 0.634 0.737 -0.722 0.341
H -4.37427 0.96563 -0.46084 -1.113 0.095 -0.068 0.399
H 3.19128 -2.51003 0.70200 0.028 -1.125 -0.826 0.395
H 1.85201 -1.47293 0.22247 -3.280 0.498 -1.675 0.363
H 2.46328 -1.76985 1.99159 -0.863 0.703 -1.721 0.234
H 0.46804 1.63230 0.34236 -0.207 -0.035 -0.276 0.339
H -1.75235 3.20733 -1.70373 4.789 2.222 -0.542 0.290
```
Positions in Å, forces in eV/Å.

The calculation puts the electronic energy at -756.5987 Ha. As for the total charge: -1.

No. 9
Density functional theory data (ωB97M-V/def2-TZVPD) for a structure of composition C7H7N4 in a non-equilibrium geometry.

XYZ file:
```
18
Properties=species:S:1:pos:R:3:forces:R:3:mulliken_charge:R:1
C -0.15580 1.65424 0.23527 2.144 -3.095 1.742 0.401
C 0.53019 -1.48564 -1.21271 0.682 -0.770 0.898 -0.395
C 1.56224 -1.33556 -0.23095 -0.093 1.696 3.592 -0.237
C -0.71217 -1.26926 -0.87359 -3.200 1.329 -0.464 -0.322
C 1.26663 -0.68253 1.01650 1.445 -2.060 -2.735 -0.472
C -1.17601 -0.74774 0.46874 0.701 -0.565 0.213 -0.747
C -0.05521 -0.10392 1.20373 -0.548 4.783 -1.762 -0.109
N 0.86839 2.20998 -0.50880 -2.158 -1.405 1.864 -0.293
N -1.31737 2.29913 0.21059 1.638 -1.116 -0.412 -0.289
N 0.25256 3.24567 -1.02336 -1.637 0.746 -0.399 -0.411
N -1.03884 3.27697 -0.63405 0.717 1.900 -0.922 -0.482
H 0.73601 -2.06499 -2.07843 0.333 0.240 -1.119 0.375
H 2.53142 -1.69667 -0.56011 0.194 0.080 0.765 0.327
H -1.48227 -1.27304 -1.66722 0.286 -0.581 0.521 0.243
H 1.98050 -0.63861 1.86116 -0.184 0.177 -0.931 0.291
H -1.99999 -0.03545 0.39302 -0.037 -0.349 -0.028 0.350
H -1.39549 -1.53991 1.19126 -0.916 -0.846 -0.541 0.337
H -0.39478 0.18734 2.20893 0.633 -0.165 -0.283 0.432
```
Positions in Å, forces in eV/Å.

The calculation puts the electronic energy at -489.8651 Ha. As for the total charge: -1. For the energy relative to the best compared isomer or geometry (same formula, charge and spin), the calculation gives 0.2 kcal/mol.

No. 10
Density functional theory data (ωB97M-V/def2-TZVPD) for a cluster of 2 separate species, C7H7N5O2 in total in a non-equilibrium geometry.

XYZ file:
```
21
Properties=species:S:1:pos:R:3:forces:R:3:mulliken_charge:R:1
C -1.14112 -3.35051 -0.74314 0.522 0.710 -0.626 -0.510
C -2.11406 -2.65627 0.07961 1.615 -0.564 -0.440 -0.347
C 0.11531 -2.80585 -1.07482 -2.267 -0.635 -0.016 -0.529
C -1.85557 -1.43086 0.66582 -1.949 -1.722 -0.080 -0.772
C 0.35223 -1.59375 -0.50616 -0.343 2.597 2.552 0.477
C -0.63240 -0.96067 0.35028 3.712 2.375 -0.911 0.849
C 0.81851 3.44706 -0.18386 -1.579 -1.795 0.036 0.570
N 1.46340 -0.80037 -0.46561 1.820 0.181 -0.861 -0.691
N 1.27719 0.28321 0.25855 -2.166 -1.776 -0.806 -0.233
N 0.05329 0.17818 0.72753 -1.067 1.908 1.386 -0.021
N 2.18455 3.34367 -0.02754 -0.861 1.438 -1.385 -0.473
N 0.27973 2.88431 1.05102 -2.072 -0.999 -1.126 0.087
O 0.04619 3.80532 -1.04398 1.963 0.053 0.673 -0.493
O -0.69334 2.05993 1.11250 2.413 0.113 -0.136 -0.251
H -1.25921 -4.27096 -1.30585 -1.053 -0.147 0.585 0.302
H -3.05510 -3.03082 0.38135 -0.778 -1.086 -0.352 0.381
H 0.71346 -3.20773 -1.87103 0.418 -0.422 0.201 0.416
H -2.66663 -1.06089 1.31022 0.942 0.500 -0.321 0.373
H 2.57088 2.51823 0.39450 -0.321 -0.423 0.136 0.292
H 2.62047 3.58569 -0.88953 0.772 0.277 -0.454 0.264
H 0.92223 3.06307 1.78014 0.280 -0.582 1.946 0.309
```
Positions in Å, forces in eV/Å.

The calculation puts the electronic energy at -695.0023 Ha. As for the total charge: 0. For the energy relative to the best compared isomer or geometry (same formula, charge and spin), the calculation gives 91.7 kcal/mol.